No. 1
Molecular formula: C35H69BBrClCuF4NSi5Te
Method: DFT, the ωB97M-V functional and the def2-TZVPD basis

Calculated values
ΔE to the lowest compared entry with this formula, charge and spin (kJ/mol): 0.0
Molecular weight (g mol⁻¹): 1037.7
2S+1: 2
Lowest unoccupied orbital energy (spin up / spin down) (eV): 2.17 / 2.13
Expectation value of S²: 0.7566
Charge: -1
Orbital gap (spin up / spin down) (eV): 5.0 / 7.2

Each line ends with the Mulliken spin population.
Geometry (Å):
1 Cu -1.37236 -1.46325 0.78747  0.027
2 C -3.88374 -0.26686 -1.44570  0.056
3 Si -2.34479 0.24587 -0.45344  0.300
4 C -1.29858 1.18112 -1.71198  0.080
5 C -3.00968 1.51109 0.79875  -0.017
6 C -3.72193 2.64664 0.38912  -0.011
7 C -4.27431 3.52537 1.30780  0.000
8 C -4.12501 3.27980 2.66979  0.001
9 C -3.41652 2.16468 3.09073  -0.023
10 C -2.84608 1.27168 2.17234  -0.006
11 Si -1.78908 -0.19981 2.74179  0.400
12 C -0.39825 0.58053 3.77866  0.066
13 C -2.80800 -1.16012 4.02457  0.030
14 H -4.32305 0.60310 -1.94750  -0.001
15 H -4.64552 -0.70493 -0.79527  0.000
16 H -3.63382 -1.00381 -2.21354  -0.007
17 H -1.92019 1.86399 -2.30126  0.005
18 H -0.81106 0.48050 -2.39510  -0.025
19 H -0.50532 1.74934 -1.22629  -0.035
20 H -3.84783 2.84900 -0.67153  0.004
21 H -4.82465 4.39574 0.96817  0.001
22 H -4.55711 3.95901 3.39623  0.000
23 H -3.29275 1.99368 4.15699  0.002
24 H -0.73303 0.71824 4.81334  0.003
25 H -0.13659 1.55568 3.36566  -0.034
26 H 0.51151 -0.02549 3.79189  0.000
27 H -3.11416 -0.50199 4.84458  0.008
28 H -2.20685 -1.96833 4.45511  -0.003
29 H -3.71000 -1.60605 3.59559  -0.001
30 C 2.36627 2.89934 -2.01375  0.000
31 C 3.18707 3.43777 -0.82841  0.000
32 C 4.44608 2.55910 -0.76011  0.000
33 C 3.61598 4.88030 -1.14418  0.000
34 Si 2.19492 3.34412 0.81263  0.008
35 Br 1.28039 1.30471 0.79143  -0.023
36 C 0.73038 4.58879 0.88883  0.001
37 C 0.03541 4.72370 -0.47435  -0.007
38 C 1.21319 5.98903 1.30724  0.000
39 C -0.35950 4.12507 1.87090  0.000
40 C 3.29474 3.38700 2.38949  -0.001
41 C 2.44063 3.53927 3.65675  -0.004
42 C 4.07436 2.07226 2.57280  0.000
43 C 4.30375 4.54652 2.33709  0.000
44 H 2.98768 2.95557 -2.91563  0.000
45 H 1.45719 3.46721 -2.20402  0.000
46 H 2.09082 1.85431 -1.86991  0.000
47 H 4.93484 2.57519 -1.74106  0.000
48 H 4.20591 1.51717 -0.53600  0.000
49 H 5.17159 2.91840 -0.03019  0.000
50 H 4.20751 4.88365 -2.06737  0.000
51 H 4.23494 5.31612 -0.35766  0.000
52 H 2.76339 5.54146 -1.30363  0.000
53 H 0.67705 5.17149 -1.23329  0.000
54 H -0.83880 5.37467 -0.35553  0.000
55 H -0.32406 3.76287 -0.84780  0.005
56 H 1.97822 6.38344 0.63437  0.000
57 H 1.61596 6.01059 2.31969  0.000
58 H 0.36370 6.68174 1.28026  0.000
59 H -0.80509 3.17616 1.56703  0.000
60 H -1.16120 4.87332 1.88295  0.000
61 H 0.00108 4.01328 2.89188  0.001
62 H 1.70018 2.74034 3.74065  0.003
63 H 1.92302 4.49626 3.71454  0.000
64 H 3.09980 3.46994 4.53043  0.000
65 H 3.40259 1.22999 2.73701  0.000
66 H 4.71491 2.17155 3.45769  0.000
67 H 4.71130 1.82054 1.72940  0.000
68 H 3.82513 5.51668 2.19065  0.000
69 H 5.04127 4.41320 1.54504  0.000
70 H 4.85024 4.58901 3.28680  0.000
71 Cl -2.44837 -5.93240 4.04458  0.000
72 C -1.26797 -4.96509 3.21701  -0.007
73 C 0.08475 -5.16740 3.41846  0.015
74 C 0.97136 -4.37950 2.70720  -0.001
75 C 0.47803 -3.42116 1.83760  0.050
76 N -0.83623 -3.22527 1.66707  0.035
77 C -1.69728 -3.98967 2.33618  0.022
78 H 0.42680 -5.92586 4.10973  0.003
79 H 2.04114 -4.49905 2.80572  0.000
80 H 1.14845 -2.79459 1.26098  -0.004
81 H -2.75370 -3.81830 2.16907  0.002
82 C 1.72338 -0.62102 -3.79935  0.000
83 Si 0.74410 -2.05126 -4.46493  0.000
84 C 1.72882 -3.63066 -4.46138  0.009
85 C 0.21389 -1.66146 -6.22137  0.000
86 C -0.82974 -2.29421 -3.46966  -0.005
87 Te -0.54781 -3.06957 -1.49385  0.046
88 C -2.60299 -3.72391 -1.37486  0.034
89 Si -2.77055 -5.57210 -1.55482  0.002
90 C -2.24592 -6.05787 -3.28106  0.002
91 C -1.72148 -6.47171 -0.29196  0.004
92 C -4.56151 -6.05713 -1.29461  0.000
93 H 2.62438 -0.46481 -4.39878  0.000
94 H 2.03851 -0.79075 -2.76698  -0.001
95 H 1.13161 0.29871 -3.82525  0.000
96 H 2.58965 -3.55989 -5.13107  0.000
97 H 1.10859 -4.47125 -4.78720  0.000
98 H 2.09868 -3.84448 -3.45521  -0.004
99 H 1.09077 -1.53494 -6.86272  0.000
100 H -0.36675 -0.73593 -6.26263  0.000
101 H -0.39823 -2.46323 -6.64325  0.000
102 H -1.47235 -3.02511 -3.96675  -0.003
103 H -1.37827 -1.35477 -3.37773  0.005
104 H -3.13264 -3.19309 -2.16675  0.006
105 H -3.02081 -3.36745 -0.42661  -0.012
106 H -1.20721 -5.76428 -3.45738  0.002
107 H -2.87037 -5.56725 -4.03285  0.000
108 H -2.32191 -7.13797 -3.42959  0.000
109 H -0.76350 -5.96364 -0.15013  -0.003
110 H -1.50832 -7.49238 -0.61859  0.000
111 H -2.22589 -6.52919 0.67715  0.000
112 H -5.21171 -5.54650 -2.00970  0.000
113 H -4.89400 -5.78631 -0.28876  0.000
114 H -4.70633 -7.13433 -1.41533  0.000
115 F 1.88519 -1.36579 -0.48534  -0.015
116 B 3.00178 -2.24491 -0.50503  0.012
117 F 2.60808 -3.42694 -1.17270  0.000
118 F 3.34469 -2.56116 0.82621  0.000
119 F 4.06510 -1.63872 -1.17242  0.000

Cartesian forces, eV/Å:
0.08 0.36 -0.21
-0.07 -0.03 -0.04
-0.20 -0.16 0.24
0.16 -0.01 -0.08
-0.10 0.10 -0.02
0.04 -0.02 0.03
0.02 -0.02 0.02
0.02 -0.03 -0.02
0.07 0.03 -0.08
-0.12 0.10 0.12
0.04 0.17 -0.19
0.04 -0.03 0.07
-0.07 -0.14 -0.01
-0.01 -0.02 0.02
0.01 0.00 -0.03
0.00 0.03 -0.01
0.00 0.01 0.00
-0.01 0.06 -0.02
-0.07 -0.06 -0.07
-0.01 -0.01 0.01
0.01 0.01 0.01
0.00 0.00 0.00
-0.01 -0.01 -0.01
0.01 0.02 -0.02
-0.02 -0.05 0.03
-0.03 0.00 0.01
-0.01 -0.01 -0.01
-0.03 0.02 0.02
0.02 0.02 0.01
0.01 0.03 -0.03
0.04 0.03 -0.03
-0.01 0.00 -0.01
0.02 -0.03 -0.03
-0.09 -0.06 0.00
0.04 -0.02 0.10
-0.01 0.06 0.02
-0.02 0.00 0.00
-0.04 0.00 -0.04
0.00 0.04 0.01
0.06 -0.02 0.01
0.01 0.00 0.02
0.00 0.03 0.02
-0.02 -0.02 0.04
-0.02 0.00 0.01
0.02 -0.02 0.00
0.02 0.00 0.01
0.00 -0.01 0.02
0.00 0.01 0.00
0.01 0.01 0.01
0.00 0.00 0.02
0.00 0.00 0.01
-0.01 -0.01 -0.01
0.00 0.01 0.00
0.01 -0.01 0.00
0.01 0.06 0.04
0.00 0.00 0.00
-0.01 -0.02 0.02
0.01 -0.01 0.00
0.02 0.04 -0.01
0.01 -0.03 0.01
0.00 0.00 0.01
0.04 0.03 0.00
0.01 0.01 -0.01
-0.02 0.00 -0.01
-0.01 0.01 0.00
-0.01 -0.01 -0.02
0.02 0.01 -0.04
0.00 0.00 0.00
0.00 -0.02 -0.01
0.00 0.00 -0.02
0.03 0.01 -0.01
-0.12 0.04 -0.08
0.02 -0.08 0.08
0.05 0.07 -0.10
0.06 -0.06 0.00
0.13 -0.16 0.16
-0.05 -0.15 0.10
-0.01 0.00 -0.01
0.00 0.02 -0.02
-0.01 0.02 0.05
0.01 0.03 0.04
0.07 0.08 0.10
0.00 0.00 -0.02
0.04 -0.11 0.07
-0.05 0.04 -0.13
-0.02 0.03 0.12
-0.21 -0.03 -0.22
0.01 -0.02 0.20
0.01 0.01 -0.02
0.07 -0.01 -0.11
0.06 0.03 0.11
-0.13 -0.04 -0.01
-0.01 0.02 0.01
0.00 0.01 -0.02
0.03 0.00 -0.02
-0.01 0.00 0.00
0.03 0.00 -0.01
0.01 -0.01 -0.04
-0.03 0.00 0.00
0.01 -0.02 -0.01
0.02 0.01 0.00
0.03 0.01 -0.04
-0.05 -0.04 -0.03
-0.02 0.00 0.00
0.04 0.04 -0.03
-0.02 -0.02 -0.01
0.01 -0.02 0.00
0.00 0.01 -0.01
0.01 -0.05 0.00
-0.02 0.00 0.01
0.02 0.01 -0.02
-0.01 -0.02 0.02
0.00 0.00 -0.02
-0.01 0.02 0.00
0.04 -0.11 -0.01
0.02 -0.01 0.01
0.08 0.01 0.00
0.02 0.00 -0.02
-0.01 -0.01 0.05



No. 2
Molecular formula: C3H2Cl2O
Method: DFT, the ωB97M-V functional and the def2-TZVPD basis

Calculated values
ΔE to the lowest compared entry with this formula, charge and spin (kJ/mol): 259.8
Structure (SMILES): O=C1CC1(Cl)Cl
Molecular weight (g mol⁻¹): 125.0
Lowest unoccupied orbital energy (eV): -0.48
Orbital gap (eV): 9.4

Each line ends with the natural charge from an NBO analysis.
Geometry (Å):
1 O -1.12677 1.12643 1.32572  -0.433
2 C -0.38813 0.74452 0.47254  0.530
3 C -0.23675 0.36485 -0.92841  -0.497
4 C 0.40074 -0.50501 0.26346  -0.113
5 Cl -0.28261 -2.03636 1.21287  -0.039
6 Cl 2.16614 -0.80445 0.28687  0.023
7 H 0.57577 1.04668 -1.25148  0.275
8 H -1.10839 0.06334 -1.38156  0.254

Cartesian forces, eV/Å:
0.33 0.86 -0.46
-0.75 -1.73 1.76
2.26 0.74 2.51
1.00 -1.31 1.10
0.11 2.07 -1.76
-0.89 0.78 -0.34
-0.51 -0.99 -0.99
-1.54 -0.42 -1.82



No. 3
Molecular formula: C14H26AsCrO16P2S
Method: DFT, the ωB97M-V functional and the def2-TZVPD basis

Calculated values
ΔE to the lowest compared entry with this formula, charge and spin (kJ/mol): 0.0
Molecular weight (g mol⁻¹): 671.3
2S+1: 2
Lowest unoccupied orbital energy (spin up / spin down) (eV): -0.95 / -0.36
Expectation value of S²: 0.7630
Orbital gap (spin up / spin down) (eV): 8.4 / 8.7

Each line ends with the natural charge from an NBO analysis.
Geometry (Å):
1 Cr 0.41267 0.55434 -0.71056  1.421
2 C 0.93405 3.38403 -1.74782  -0.241
3 O 1.45847 2.05637 -1.61084  -0.517
4 C 2.22620 1.56667 -2.71560  -0.092
5 C 1.39458 0.54150 -3.44887  -0.084
6 O 1.00305 -0.41019 -2.45648  -0.546
7 C 0.41335 -1.63575 -2.94290  -0.089
8 C 1.24848 -2.81919 -2.49537  -0.078
9 O 1.18632 -3.07644 -1.12334  -0.519
10 C 0.03847 -3.80651 -0.73947  -0.250
11 H 1.76490 4.08010 -1.85305  0.199
12 H 0.38955 3.59668 -0.83401  0.233
13 H 0.26468 3.43856 -2.60827  0.181
14 H 3.11784 1.10134 -2.29559  0.217
15 H 2.51071 2.38829 -3.37299  0.208
16 H 1.98819 0.04864 -4.22185  0.203
17 H 0.50446 0.99370 -3.89515  0.197
18 H 0.40398 -1.60431 -4.03483  0.190
19 H -0.61326 -1.67976 -2.58078  0.214
20 H 2.29461 -2.60770 -2.72925  0.199
21 H 0.93569 -3.69658 -3.08064  0.170
22 H 0.02444 -4.78643 -1.23260  0.159
23 H -0.88691 -3.26973 -0.95991  0.177
24 H 0.09851 -3.94394 0.33751  0.204
25 O 2.13078 3.02562 1.41641  -1.036
26 As 0.71210 2.27726 2.09053  2.454
27 O -0.18340 3.33137 2.93206  -1.120
28 O -0.16440 1.67342 0.74244  -1.164
29 C 1.22293 0.71691 3.11177  -0.443
30 C 0.58461 0.62860 4.33918  -0.156
31 C 0.75471 -0.49094 5.13957  -0.187
32 C 1.55491 -1.53715 4.71352  -0.196
33 C 2.20468 -1.46277 3.48965  -0.201
34 C 2.04148 -0.33826 2.69665  -0.254
35 S 2.99733 -0.26738 1.20555  2.421
36 O 3.87266 0.88194 1.32543  -0.977
37 O 3.61086 -1.53826 0.98849  -0.927
38 O 2.00165 0.03677 0.10280  -0.937
39 H 2.87376 2.38898 1.35127  0.522
40 H -0.06281 1.44053 4.64593  0.253
41 H 0.24640 -0.54658 6.09322  0.218
42 H 1.68219 -2.41639 5.33149  0.217
43 H 2.84153 -2.26296 3.13977  0.246
44 C -4.45064 0.19986 0.43013  -0.632
45 C -2.98120 0.56273 0.24436  -0.488
46 O -2.80382 1.86923 0.78085  -0.750
47 P -2.58156 0.84894 -1.50352  2.405
48 O -3.51267 2.05126 -1.94227  -0.978
49 O -3.00509 -0.35162 -2.44566  -0.972
50 O -1.13746 1.15891 -1.79570  -1.063
51 P -1.84022 -0.73148 0.98205  2.382
52 O -2.69229 -2.08979 0.75518  -1.007
53 O -1.61094 -0.48217 2.40971  -1.093
54 O -0.72076 -0.88451 -0.05572  -1.086
55 H -5.08952 0.98956 0.03379  0.221
56 H -4.64139 0.11735 1.50042  0.250
57 H -4.70274 -0.75322 -0.03351  0.216
58 H -1.85256 1.97857 1.01728  0.537
59 H -3.54589 2.70751 -1.22309  0.535
60 H -3.88185 -0.71775 -2.26867  0.522
61 H -2.98442 -2.42778 1.61127  0.513

Cartesian forces, eV/Å:
0.03 0.17 0.30
-0.01 0.02 0.01
-0.03 -0.08 -0.13
-0.01 -0.02 -0.04
0.09 -0.03 0.02
-0.05 -0.02 0.06
0.02 -0.01 -0.10
0.01 0.03 -0.02
0.01 0.01 0.01
0.02 0.00 0.01
0.01 0.00 0.00
0.00 -0.01 0.01
0.00 -0.01 0.00
0.01 0.01 0.01
0.00 0.01 0.01
0.01 -0.01 0.00
-0.02 -0.02 -0.01
-0.05 0.06 0.00
0.01 -0.02 0.04
0.01 -0.04 -0.01
0.00 -0.01 0.01
0.00 0.00 0.01
-0.01 0.00 -0.01
0.00 0.00 0.00
0.05 -0.02 -0.04
0.03 0.02 0.23
0.01 -0.08 -0.04
-0.04 -0.05 -0.15
0.11 -0.04 -0.08
-0.02 0.08 -0.04
0.03 -0.09 0.04
-0.04 0.02 0.04
-0.02 0.06 -0.06
-0.04 0.01 0.00
0.10 0.09 0.07
-0.08 -0.02 -0.02
-0.04 0.00 0.01
0.05 -0.09 -0.05
-0.01 0.00 0.00
0.00 0.00 0.00
0.01 -0.01 0.00
-0.01 0.01 0.01
0.00 0.00 0.00
0.01 -0.01 0.02
0.08 0.03 0.00
-0.14 -0.05 -0.03
0.01 0.02 0.00
-0.01 -0.01 0.07
-0.03 0.01 0.03
-0.08 0.01 -0.02
-0.19 -0.05 -0.04
0.02 0.01 -0.04
0.02 -0.01 -0.02
0.13 0.03 0.05
0.00 0.00 0.00
0.00 0.00 0.00
0.00 0.00 -0.01
0.05 0.00 -0.03
0.01 -0.01 -0.03
0.02 0.03 -0.02
0.01 0.03 -0.02



No. 4
Molecular formula: C4H4FN3
Method: DFT, the ωB97M-V functional and the def2-TZVPD basis

Calculated values
ΔE to the lowest compared entry with this formula, charge and spin (kJ/mol): 415.4
Molecular weight (g mol⁻¹): 113.1
Lowest unoccupied orbital energy (eV): -0.42
Orbital gap (eV): 8.8

Each line ends with the natural charge from an NBO analysis.
Geometry (Å):
1 C 0.84687 1.46545 0.82832  0.505
2 C -0.32580 0.67495 0.89243  -0.184
3 C -0.88566 -1.10905 -0.88174  0.260
4 C 1.29784 0.15211 -0.67864  0.214
5 H -1.38219 0.56162 1.32093  0.263
6 H -0.57196 -1.16039 -2.11890  0.234
7 H -1.67727 -1.97942 1.19868  0.377
8 H 1.63293 -0.25893 -1.70070  0.205
9 N -0.03624 -0.16508 -0.26253  -0.425
10 N -1.75694 -1.92490 -0.08078  -0.662
11 N 1.66803 1.19652 -0.08501  -0.471
12 F 1.19039 2.54712 1.56795  -0.314

Cartesian forces, eV/Å:
-4.09 1.95 4.34
0.61 -0.68 -2.27
-1.75 -3.32 3.40
-3.89 -2.45 -3.86
2.24 0.68 -0.37
-1.86 -0.40 3.79
0.38 1.30 -5.16
-0.18 0.62 2.07
1.21 0.27 0.77
3.56 2.56 -1.30
4.69 0.09 -1.69
-0.92 -0.61 0.28